Entry from the Open Molecules 2025 dataset: a 12-piece molecular cluster, C35H70Br10O11 overall at a distorted geometry (the ωB97M-V functional and the def2-TZVPD basis).

Output
**E_HOMO**: -9.3 eV
**SMILES**: CCOC(C)=O.CCOC(C)=O.CCOC(C)=O.CCOC(C)=O.CC(C)=O.CC(C)=O.CC(C)=O.BrCCBr.BrCCBr.BrCCBr.BrCCBr.BrCCBr
**Energy above the lowest of the compared OMol25 structures with the same formula, charge and spin**: 1.859 eV
**Multiplicity**: 1
**HOMO-LUMO gap**: 9.26 eV

XYZ file:
```
126
Properties=species:S:1:pos:R:3:forces:R:3
C -0.193721 1.493182 -0.829045 -1.1117 0.5878 0.1046
C 0.915149 0.549972 -1.165385 0.7020 -0.5943 -0.4244
O 2.003529 0.920772 -1.545995 -0.1388 0.0357 0.0841
C 0.614759 -0.962698 -1.025355 -0.1937 0.8063 0.9355
H -1.132051 1.244502 -1.324825 -0.1026 -0.6874 0.0747
H -0.124731 2.549252 -1.089925 1.0066 -0.0905 -0.1704
H -0.364561 1.459142 0.246945 -0.0767 -0.2706 0.0748
H 1.390459 -1.519938 -0.500115 0.5741 0.2837 -0.4047
H 0.438929 -1.407408 -2.004855 -0.1825 -0.0181 0.0485
H -0.224341 -1.075928 -0.338915 -0.5213 -0.0905 -0.4975
C 5.339229 1.039242 1.124215 0.6424 -1.0611 -0.5238
C 6.196749 0.238882 0.073555 1.3283 1.8316 0.2120
O 7.430029 0.232672 0.127525 -2.4321 -0.4506 -0.0807
C 5.374929 -0.302048 -1.095995 0.3877 -0.1961 0.4970
H 4.903589 0.270582 1.762555 -0.1651 -0.0199 0.2717
H 4.509989 1.574442 0.661605 0.2194 -0.2381 -0.1846
H 5.922739 1.717902 1.746325 0.1717 -0.1786 -0.1742
H 5.685749 0.209632 -2.006865 -0.1194 0.2999 0.0814
H 4.321699 -0.126038 -0.877345 -0.0141 -0.1070 -0.3808
H 5.569109 -1.352428 -1.312985 0.0748 -0.0751 0.3048
C 3.487769 -3.680238 -1.905085 0.4885 0.5129 -0.6127
C 4.029329 -4.382118 -3.124845 1.9929 -0.1034 -1.8603
O 4.955589 -3.978258 -3.879965 -3.0517 -0.9962 2.5718
C 3.276359 -5.701088 -3.364645 1.4839 0.1978 -0.8818
H 2.416899 -3.592568 -2.088505 -0.1529 0.1760 0.2065
H 3.952039 -2.701618 -1.783165 -0.1334 -0.0783 0.1594
H 3.619679 -4.305618 -1.022135 0.0736 0.0190 -0.0027
H 2.235279 -5.472718 -3.592875 0.0343 -0.3518 0.3651
H 3.458949 -6.403818 -2.551655 -0.5582 0.2874 0.4219
H 3.745639 -6.207568 -4.208055 -0.2078 0.2010 -0.3100
O -5.696631 -4.159978 -2.432875 1.2472 0.4613 1.6480
C -5.596781 -3.769058 -1.268065 -2.4942 -0.3625 -2.9597
O -4.488821 -3.416898 -0.651825 0.4182 0.4093 1.4659
C -3.237731 -3.419418 -1.341595 0.7009 -0.7437 -0.4205
C -3.036621 -2.233898 -2.213025 0.2875 0.9600 -1.4420
C -6.923321 -3.589268 -0.512605 1.0708 -0.3897 0.5503
H -3.117751 -4.382338 -1.838075 -0.3246 0.1527 -0.4300
H -2.382001 -3.367768 -0.668425 -0.7089 -0.2933 0.8327
H -3.905521 -1.905758 -2.783505 -0.1558 -0.2015 0.1282
H -2.271911 -2.460218 -2.956055 0.0518 -0.2771 -0.1525
H -2.621521 -1.362268 -1.707015 -0.3035 -0.0728 0.4212
H -6.718731 -3.446948 0.548515 -0.3508 0.1209 0.0295
H -7.511131 -4.492238 -0.677615 0.1815 -0.0612 0.1403
H -7.532991 -2.784888 -0.924155 0.4470 0.2064 -0.0085
O -1.732791 5.046332 -2.676825 0.0368 2.5680 1.8655
C -1.472901 5.864672 -1.783505 -0.0614 -2.3571 -0.4218
O -2.268001 6.920992 -1.373745 1.7253 -2.1844 0.2045
C -3.380491 7.252952 -2.161935 -0.7526 0.9656 -1.3268
C -4.137121 8.371552 -1.487285 0.7083 1.2665 -0.0717
C -0.168591 5.699062 -0.935135 -1.0726 1.2181 0.1963
H -4.107131 6.491482 -2.445265 0.4747 -0.8423 0.6840
H -2.973201 7.550392 -3.128245 -0.1338 0.4109 -0.1531
H -4.889581 8.774542 -2.165145 -0.6471 -0.6157 0.3101
H -3.549341 9.279832 -1.354455 0.7205 -0.1268 -0.0430
H -4.443941 8.161652 -0.462635 -0.5930 -0.4417 -0.3242
H 0.557729 6.380292 -1.378405 0.2226 -0.1594 -0.0060
H 0.251149 4.701392 -0.806395 -0.3801 -0.0524 -0.8409
H -0.325361 6.045812 0.086275 -0.1995 0.3054 -0.0436
O 2.406899 -2.833168 5.409605 -0.8654 -0.9924 -0.3141
C 1.280719 -3.294978 5.287115 1.6544 2.7492 0.9647
O 0.917589 -4.169318 4.386585 -0.6906 -1.6259 -0.8009
C 1.874129 -4.756988 3.476815 0.9551 1.6492 -1.4574
C 2.206379 -3.690968 2.322325 -0.0822 -1.0211 0.8216
C 0.121249 -2.761838 6.119385 0.4936 -0.7406 0.3651
H 1.471519 -5.695188 3.094995 -0.5105 0.3698 0.0039
H 2.805779 -5.037098 3.968415 -0.0872 0.3704 0.3634
H 2.907109 -4.077588 1.582325 0.0987 -0.3830 0.1715
H 2.683289 -2.809698 2.751305 -0.1468 -0.2615 0.1578
H 1.330749 -3.382978 1.750905 -0.2228 -0.1226 0.3158
H 0.466299 -2.238498 7.011095 0.4077 -0.0554 -0.2489
H -0.403561 -3.646438 6.480175 -0.7159 0.2797 -0.2340
H -0.474411 -2.038418 5.562655 -0.2401 -0.4868 -0.1781
O 2.577789 1.627492 3.835915 -1.2262 -0.4395 -1.0464
C 1.908019 1.100242 2.967035 1.1831 0.9518 -0.4117
O 1.343659 1.779342 1.914645 -0.2379 -1.4508 0.8239
C 1.402579 3.187572 1.772065 0.7533 0.6460 -0.1487
C 2.546059 3.528692 0.853075 0.9634 0.2130 -0.9428
C 1.724479 -0.407038 2.862155 0.3876 0.1749 0.2368
H 1.484259 3.730952 2.713435 -0.0656 -0.3723 0.2020
H 0.479479 3.474142 1.268225 -0.2013 -0.0505 0.2551
H 2.398639 3.136562 -0.153205 -0.4114 -0.1067 -0.0435
H 3.531929 3.128112 1.089055 -0.3318 -0.1320 0.7823
H 2.759529 4.589302 0.720315 -0.4757 0.2455 0.2331
H 0.797069 -0.677478 3.367005 0.0642 -0.1450 0.1237
H 2.591379 -0.848728 3.353555 -0.3037 0.1032 0.4995
H 1.725039 -0.891238 1.885605 -0.3072 0.7744 -0.3471
Br -5.635851 4.210612 -0.947815 0.2050 -0.6137 0.1648
C -5.436301 2.215422 -0.940485 0.6675 0.8311 0.7462
C -4.528861 1.803552 0.215925 -0.1981 0.6325 -0.1197
Br -4.399551 -0.131528 0.345115 -0.2713 0.0032 -0.0855
H -4.876141 2.028212 -1.856605 -0.9296 -0.3560 -0.1859
H -6.465511 1.891872 -0.785145 0.3664 -0.3765 -0.6510
H -4.902341 2.185572 1.166015 0.1783 -0.1519 -0.0677
H -3.515631 2.154562 0.020325 -0.1131 0.0213 0.2398
Br 5.045749 3.536162 -1.448715 -0.6465 0.0604 -0.6891
C 3.627999 3.472662 -2.838695 0.2004 0.7159 -0.9100
C 3.916749 4.609082 -3.884015 -0.3874 -0.9288 0.7498
Br 2.790989 4.365552 -5.462565 0.0971 -0.0239 0.0899
H 2.626459 3.554762 -2.416455 0.2838 0.3423 0.3879
H 3.628139 2.473262 -3.273785 0.4912 0.1647 -0.0369
H 4.954499 4.584612 -4.216535 -0.2207 0.0748 0.0641
H 3.617349 5.594082 -3.525895 0.3514 -0.2129 0.2036
Br -3.851801 0.096772 6.814855 0.2100 0.5632 -1.0283
C -3.177281 1.109382 5.217335 0.3210 -0.6812 -0.2343
C -2.467791 0.118792 4.261145 -0.8477 0.4530 0.3641
Br -1.840531 1.099872 2.716485 0.3961 0.3577 0.0632
H -2.603781 1.945152 5.618185 0.3291 -0.4410 -0.0837
H -3.972721 1.543122 4.611325 -0.4346 -0.1705 0.5770
H -3.243601 -0.504738 3.816825 0.1777 -0.2801 0.2980
H -1.654351 -0.486028 4.661905 -0.1372 0.3244 0.0536
Br 2.575169 0.823022 -5.414915 -0.7625 -1.0470 -0.3235
C 1.331139 -0.742708 -5.513695 0.4262 -0.5058 1.7175
C 2.057789 -2.024408 -4.930505 -0.6098 1.1463 -1.2623
Br 0.709479 -3.443858 -4.692555 0.2103 0.3953 -0.1185
H 0.848149 -0.814638 -6.488195 0.7685 -0.2344 -0.1476
H 0.512659 -0.508608 -4.832965 0.1763 0.2390 0.1040
H 2.510379 -1.854508 -3.953575 -0.1916 0.1918 -0.1805
H 2.812009 -2.376858 -5.634085 -0.1272 -0.1808 0.2034
Br -1.489591 -2.548648 1.709265 -0.5660 -0.1764 0.6129
C -3.012761 -3.625078 2.344815 -0.7078 -0.7635 -1.1053
C -2.960871 -3.960988 3.801795 0.2545 0.4202 0.3447
Br -4.179181 -5.434838 4.192445 0.1687 0.1839 -0.1122
H -3.040691 -4.521778 1.725725 0.5997 -0.0825 0.0963
H -3.965491 -3.176808 2.062935 0.2796 0.6936 0.1310
H -3.325531 -3.115608 4.385295 0.2080 -0.1464 0.1637
H -1.955871 -4.247318 4.111785 -0.1878 -0.0773 0.0821
```
Forces are in eV/Å.